# 1
Here is a 9-piece molecular cluster, C28H68BN4O20 overall at a distorted geometry from the OMol25 dataset. Energies are from wB97M-V/def2-TZVPD.

Each line ends with the Löwdin charge.
Geometry (Å):
O  3.120  -3.422  -0.913  0.13
C  2.154  -2.677  -0.895  -0.37
O  1.550  -2.294  0.198  0.28
B  0.404  -1.522  -0.179  -1.02
O  0.518  -1.250  -1.629  0.29
C  1.402  -2.019  -2.034  -0.46
O  1.734  -1.995  -3.211  0.11
O  0.459  -0.332  0.640  0.23
C  -0.711  -0.115  1.242  -0.35
O  -1.077  0.767  2.003  0.12
C  -1.613  -1.278  0.872  -0.23
O  -0.846  -2.127  0.093  0.25
O  -2.857  -1.326  1.077  0.10
C  2.512  1.154  6.747  -0.06
C  2.179  -0.193  6.170  -0.48
C  3.257  -0.684  5.126  -0.13
O  3.535  0.326  4.092  -0.19
C  2.524  0.832  3.311  -0.13
N  1.928  -1.227  7.113  0.03
H  1.682  1.696  7.201  0.08
H  2.849  1.814  5.947  0.07
H  3.363  0.942  7.394  0.08
H  1.293  -0.051  5.551  0.12
H  2.785  -1.532  4.630  0.11
H  4.180  -1.102  5.528  0.12
H  1.769  0.070  3.118  0.09
H  3.065  0.997  2.378  0.08
H  2.095  1.814  3.508  0.09
H  1.584  -2.028  6.602  0.07
H  1.284  -0.977  7.850  0.07
C  5.063  0.500  -3.985  -0.03
C  5.597  -0.760  -3.298  -0.40
C  7.084  -0.854  -3.180  -0.19
O  7.722  -0.704  -4.472  -0.17
C  9.059  -1.004  -4.399  -0.16
N  4.852  -0.977  -2.012  0.07
H  4.002  0.476  -4.236  0.07
H  5.546  0.504  -4.962  0.07
H  5.480  1.370  -3.478  0.08
H  5.313  -1.610  -3.917  0.14
H  7.365  -1.733  -2.598  0.13
H  7.435  -0.022  -2.570  0.13
H  9.558  -0.619  -3.509  0.09
H  9.436  -0.601  -5.339  0.09
H  9.372  -2.046  -4.460  0.08
H  3.902  -1.099  -2.334  0.04
H  5.022  -1.895  -1.626  0.07
C  -5.067  -0.552  -1.386  -0.04
C  -5.141  1.048  -1.103  -0.35
C  -4.749  1.375  0.378  -0.23
O  -5.058  0.460  1.335  -0.22
C  -4.592  0.619  2.682  -0.06
N  -4.292  1.661  -2.094  0.03
H  -5.683  -1.069  -0.650  0.05
H  -4.065  -0.953  -1.541  0.07
H  -5.537  -0.809  -2.335  0.06
H  -6.199  1.301  -1.168  0.13
H  -5.209  2.309  0.701  0.13
H  -3.666  1.477  0.317  0.10
H  -5.032  1.532  3.084  0.08
H  -3.505  0.658  2.620  0.06
H  -4.936  -0.222  3.284  0.09
H  -3.410  1.173  -2.157  0.05
H  -4.683  1.483  -3.008  0.07
C  -3.860  -5.785  2.015  -0.07
C  -4.689  -5.068  0.975  -0.47
C  -5.842  -4.251  1.484  -0.24
O  -6.527  -3.553  0.475  -0.19
C  -7.670  -2.674  0.874  -0.05
N  -3.851  -4.265  0.162  0.06
H  -3.136  -5.165  2.543  0.08
H  -3.136  -6.522  1.668  0.07
H  -4.301  -6.441  2.766  0.07
H  -5.100  -5.827  0.308  0.14
H  -5.694  -3.634  2.370  0.13
H  -6.492  -4.942  2.020  0.11
H  -7.474  -1.904  1.620  0.08
H  -8.485  -3.270  1.285  0.08
H  -8.013  -2.139  -0.011  0.08
H  -4.473  -3.617  -0.299  0.06
H  -3.479  -3.629  0.853  0.05
C  1.471  0.155  -6.049  -0.24
C  1.838  -1.174  -6.698  -0.19
O  2.401  -0.840  -8.017  -0.09
O  0.422  0.814  -6.786  -0.08
H  2.304  0.856  -6.008  0.11
H  1.166  0.019  -5.011  0.10
H  0.997  -1.867  -6.740  0.11
H  2.599  -1.720  -6.140  0.11
H  1.930  -0.059  -8.316  0.06
H  -0.190  1.321  -6.247  0.08
C  -1.567  3.453  -0.235  -0.19
C  -0.752  2.370  -0.932  -0.28
O  -0.316  2.785  -2.150  -0.03
O  -0.832  4.641  0.227  -0.05
H  -1.994  2.932  0.622  0.08
H  -2.406  3.700  -0.885  0.11
H  -1.459  1.553  -1.078  0.11
H  0.041  2.056  -0.253  0.11
H  -1.131  2.741  -2.655  0.10
H  -0.436  5.034  -0.554  0.08
C  3.184  2.779  -1.461  -0.22
C  3.003  1.700  -0.399  -0.24
O  4.273  1.257  0.071  -0.07
O  2.349  3.928  -1.281  -0.07
H  2.918  2.306  -2.406  0.10
H  4.232  3.010  -1.653  0.11
H  2.381  0.920  -0.837  0.10
H  2.254  1.908  0.365  0.10
H  4.437  0.423  -0.375  0.03
H  1.481  3.655  -1.587  0.03
C  -1.595  3.737  4.122  -0.26
C  -2.751  4.116  3.249  -0.27
O  -2.553  5.345  2.614  -0.04
O  -0.539  3.465  3.271  -0.07
H  -1.787  2.746  4.532  0.12
H  -1.245  4.397  4.916  0.13
H  -3.581  4.149  3.956  0.12
H  -2.962  3.319  2.537  0.09
H  -1.644  5.363  2.305  0.06
H  -0.827  2.717  2.744  0.04

Summary:
Kohn-Sham gap in eV: 8.9
Molar mass in u: 791.7
Lowest unoccupied orbital energy in eV: 1.892
HOMO in eV: -7.04
Charge: -1

# 2
Here is C28H68F18N4O2P3 as an isolated structure at a distorted geometry from the OMol25 dataset. Energies are from wB97M-V/def2-TZVPD.

Each line ends with the Löwdin charge.
Geometry (Å):
C  5.307  -0.315  -6.087  -0.07
C  5.599  0.272  -4.690  -0.24
C  4.416  0.300  -3.801  -0.12
N  4.670  0.753  -2.327  -0.19
C  4.945  2.301  -2.234  -0.08
C  3.659  3.124  -2.442  -0.13
C  2.592  2.852  -1.383  -0.14
C  2.266  1.339  -1.513  -0.20
C  3.465  0.366  -1.337  0.00
C  5.942  0.137  -1.704  0.01
H  6.271  -0.331  -6.595  0.08
H  4.618  0.228  -6.733  0.08
H  4.922  -1.334  -6.100  0.08
H  5.785  1.345  -4.734  0.11
H  6.495  -0.222  -4.314  0.11
H  4.049  -0.699  -3.566  0.13
H  3.681  0.993  -4.210  0.13
H  5.689  2.604  -2.971  0.12
H  5.336  2.570  -1.254  0.13
H  3.257  3.044  -3.452  0.12
H  3.984  4.164  -2.427  0.13
H  1.705  3.369  -1.749  -0.02
H  2.809  3.045  -0.333  0.13
H  1.915  1.248  -2.541  0.09
H  1.416  0.932  -0.965  0.00
H  3.264  -0.703  -1.273  0.05
H  3.843  0.610  -0.344  0.14
H  6.784  0.508  -2.289  0.10
H  5.854  -0.948  -1.632  0.11
H  6.012  0.495  -0.677  0.10
C  -6.532  0.630  4.378  -0.11
C  -5.393  -0.071  3.694  -0.24
C  -4.207  -0.493  4.629  -0.07
N  -2.997  -1.111  3.842  -0.11
C  -1.954  -1.613  4.979  -0.05
C  -0.851  -2.520  4.521  -0.20
C  -1.480  -3.732  3.738  -0.15
C  -2.182  -3.161  2.500  -0.15
C  -3.382  -2.315  2.943  -0.08
C  -2.278  -0.027  2.938  0.00
H  -7.025  -0.073  5.050  0.08
H  -7.303  0.934  3.670  0.08
H  -6.341  1.465  5.052  0.08
H  -5.068  0.569  2.874  0.10
H  -5.782  -0.915  3.125  0.11
H  -4.628  -1.138  5.400  0.13
H  -3.778  0.389  5.104  0.13
H  -2.564  -2.274  5.594  0.12
H  -1.631  -0.750  5.560  0.13
H  -0.312  -2.875  5.399  0.14
H  -0.143  -2.039  3.845  0.04
H  -2.116  -4.408  4.308  0.11
H  -0.689  -4.373  3.348  0.11
H  -2.565  -4.039  1.981  0.13
H  -1.467  -2.685  1.828  0.10
H  -4.048  -2.925  3.552  0.14
H  -4.035  -1.943  2.154  0.08
H  -1.936  0.842  3.499  0.11
H  -2.986  0.294  2.173  0.00
H  -1.340  -0.412  2.538  -0.04
C  -0.558  -2.992  -3.589  0.03
N  -0.706  -1.809  -2.578  -0.19
C  -1.604  -0.729  -3.302  -0.02
C  -1.368  -2.263  -1.277  -0.04
C  0.628  -1.031  -2.210  -0.06
C  1.583  -1.755  -1.220  -0.19
O  1.697  -3.094  -1.674  -0.04
H  -1.563  -3.366  -3.782  0.10
H  0.028  -3.874  -3.332  0.09
H  -0.117  -2.503  -4.458  0.10
H  -1.710  0.097  -2.599  0.05
H  -2.526  -1.244  -3.574  0.12
H  -1.259  -0.279  -4.232  0.12
H  -1.485  -1.427  -0.587  0.02
H  -0.794  -3.114  -0.911  0.12
H  -2.349  -2.660  -1.535  0.08
H  0.517  0.000  -1.876  0.00
H  1.140  -1.138  -3.166  0.13
H  1.153  -1.755  -0.218  0.12
H  2.530  -1.217  -1.253  0.03
H  2.398  -3.136  -2.329  0.09
C  1.018  1.807  0.267  0.01
N  -0.296  1.450  1.018  -0.09
C  -0.416  -0.092  1.017  -0.03
C  -0.176  1.916  2.476  0.02
C  -1.559  1.947  0.239  -0.08
C  -1.766  3.465  0.293  -0.19
O  -0.892  4.250  -0.491  -0.08
H  1.026  1.344  -0.719  -0.06
H  1.711  1.282  0.925  0.12
H  1.042  2.897  0.262  0.13
H  0.423  -0.498  1.582  0.07
H  -0.295  -0.422  -0.015  0.09
H  -1.348  -0.318  1.534  0.03
H  -0.051  2.997  2.531  0.12
H  0.669  1.441  2.974  0.04
H  -1.126  1.663  2.947  0.08
H  -2.415  1.525  0.765  -0.02
H  -1.539  1.588  -0.790  0.03
H  -1.834  4.003  1.239  0.12
H  -2.784  3.727  0.002  0.12
H  -0.939  3.967  -1.407  0.00
P  -0.447  2.149  -2.718  0.46
F  -0.564  3.436  -3.702  -0.08
F  -1.587  2.816  -1.837  -0.13
F  -1.604  1.191  -3.584  -0.22
F  -0.306  0.912  -1.627  -0.25
F  0.678  1.459  -3.641  -0.10
F  0.764  2.855  -1.914  -0.13
P  1.119  -0.472  3.508  0.35
F  -0.391  -0.052  3.117  -0.31
F  0.576  -1.065  4.881  -0.15
F  1.106  -1.892  2.761  -0.09
F  2.625  -0.955  4.091  -0.17
F  1.690  0.256  2.136  -0.21
F  1.523  0.957  4.168  -0.12
P  -3.241  -0.450  -0.198  0.52
F  -2.111  0.458  -0.961  -0.18
F  -3.278  -1.714  -1.271  -0.18
F  -2.139  -1.331  0.668  -0.27
F  -4.304  -1.347  0.651  -0.14
F  -3.184  0.670  0.997  -0.08
F  -4.555  0.189  -1.014  -0.11

Summary:
Kohn-Sham gap in eV: 9.1
Molar mass in u: 927.8
Lowest unoccupied orbital energy in eV: -2.283
HOMO in eV: -11.37
Charge: +1

> Look up the Kohn-Sham gap of the second one.

9.1 eV

> Look up the lowest unoccupied orbital energy of the second one.

-2.283 eV